Computed, not measured: a structure of composition C5H6OS, with ωB97M-V with the def2-TZVPD basis set.

ORCA input file:
```
! RIJCOSX wB97M-V def2-TZVPD def2/J DEFGRID3
* xyz 0 1
C -1.20 0.57 -0.14
C -0.59 0.02 1.23
C 0.71 -0.63 0.53
C 1.19 0.28 -0.60
C -0.22 -0.08 -1.14
H -1.21 -0.74 1.68
H -0.39 0.85 1.95
H 1.37 -1.31 1.15
H 1.38 1.33 -0.48
H 2.06 -0.15 -1.14
H -0.52 -0.05 -2.12
O 0.01 -1.43 -0.54
S -2.59 1.35 -0.39
*
```

Summary:
energy above the lowest of the compared OMol25 structures with the same formula, charge and spin: 50.35 kcal/mol
E: -667.45790 Eh
frontier orbital gap: 8.4 eV

---

Computed, not measured: an isolated molecule of C5H6OS2, with ωB97M-V with the def2-TZVPD basis set.

ORCA input file:
```
! RIJCOSX wB97M-V def2-TZVPD def2/J DEFGRID3
* xyz 0 1
C -1.76 -0.14 1.30
C -1.93 0.04 -0.01
C -0.97 -0.35 -1.11
S 0.62 -1.04 -0.60
C 1.53 0.36 -0.22
S 1.11 1.93 -0.29
C 2.94 0.00 0.26
O 3.34 -1.13 0.35
H -2.52 0.16 2.04
H -0.86 -0.60 1.69
H -2.84 0.51 -0.38
H -1.42 -1.13 -1.76
H -0.76 0.53 -1.77
H 3.54 0.86 0.52
*
```

Summary:
energy above the lowest of the compared OMol25 structures with the same formula, charge and spin: 28.86 kcal/mol
SMILES string: C=CCSC(=S)C=O
E: -1065.68274 Eh
frontier orbital gap: 8.0 eV

---

Computed, not measured: an isolated molecule of C5H6OS2, with ωB97M-V with the def2-TZVPD basis set.

ORCA input file:
```
! RIJCOSX wB97M-V def2-TZVPD def2/J DEFGRID3
* xyz 0 1
C 0.50 1.53 -0.79
C 0.69 0.20 -0.20
O 1.78 -0.60 -0.29
C 1.51 -1.75 0.35
C 0.31 -1.74 0.99
C -0.26 -0.45 0.59
S -1.83 0.09 1.13
S -3.10 0.33 -0.47
H 0.92 1.31 -1.78
H -0.46 1.80 -0.81
H 1.08 2.31 -0.38
H 2.38 -2.26 0.52
H -0.14 -2.41 1.59
H -3.37 1.66 -0.47
*
```

Summary:
energy above the lowest of the compared OMol25 structures with the same formula, charge and spin: 26.64 kcal/mol
SMILES string: Cc1occc1SS
E: -1065.68628 Eh
frontier orbital gap: 8.8 eV